{
  "formula": "C3H2N2O2S",
  "method": "ωB97M-V with the def2-TZVPD basis set",
  "symbols": ["C", "C", "C", "H", "H", "N", "N", "O", "O", "S"],
  "positions_angstrom": [[0.51722, -0.24195, 0.02458], [0.08060, 0.21506, 1.19860], [-0.29475, -0.03655, -1.26441], [2.06336, -1.15225, 0.40952], [0.65369, 0.74325, 2.11833], [-1.31319, 0.43284, 1.33262], [-2.17174, 0.27416, 0.34236], [1.70361, -0.50442, -0.34493], [-1.62632, 0.17817, -0.99994], [0.38753, 0.09169, -2.81673]],
  "forces_ev_per_angstrom": [[-2.834, 2.111, -2.753], [-1.125, 2.344, 2.286], [-0.592, 0.388, 0.194], [-0.313, 2.230, -2.404], [-0.981, -2.106, -2.380], [-2.643, -1.287, -3.569], [3.957, 1.099, 3.115], [4.995, -3.989, 2.914], [0.989, -0.481, -0.125], [-1.452, -0.310, 2.720]],
  "nbo_charge": [0.261, -0.168, 0.162, 0.502, 0.255, -0.178, 0.166, -0.602, -0.358, -0.041],
  "e_tot_ev": -21048.7507,
  "total_charge": 0,
  "orbital_gap_ev": 7.98,
  "max_force_ev_per_a": 7.0,
  "lumo_ev": -1.091,
  "smiles": "Oc1cnnoc1=S"
}

{
  "formula": "C11H16N3",
  "method": "ωB97M-V with the def2-TZVPD basis set",
  "symbols": ["C", "C", "C", "C", "C", "C", "C", "C", "C", "C", "C", "N", "N", "N", "H", "H", "H", "H", "H", "H", "H", "H", "H", "H", "H", "H", "H", "H", "H", "H"],
  "positions_angstrom": [[-1.68732, -4.11090, 0.69562], [-0.40395, -4.19190, 0.11157], [-2.16203, -2.78788, 0.85277], [-0.16250, -1.97392, 0.18342], [2.23181, -1.08439, 0.06161], [1.78330, -0.93674, -1.28460], [0.07812, 0.49112, 0.20927], [0.71617, -0.74737, -0.09227], [-1.49824, 2.71986, -0.04201], [0.65060, 4.00522, -0.34106], [-0.09145, 2.86422, 0.40184], [0.30976, -3.15268, -0.21503], [-1.37667, -1.78817, 0.68651], [0.63554, 1.66697, 0.04671], [-2.25543, -4.93136, 1.00229], [0.10520, -5.10336, -0.19986], [-3.14863, -2.61986, 1.14416], [2.24702, -2.02670, 0.44138], [3.06911, -0.39425, 0.38418], [1.85406, -0.07652, -1.78597], [1.57787, -1.70082, -1.94059], [-0.96284, 0.35578, 0.64987], [-1.74441, 1.66452, -0.09864], [-2.11918, 3.20579, 0.59792], [-1.66953, 3.12526, -1.04113], [0.45459, 4.00361, -1.38888], [1.70610, 3.90350, -0.07004], [0.27709, 4.96709, -0.01177], [-0.05647, 3.03838, 1.45767], [1.64233, 1.61552, -0.41494]],
  "forces_ev_per_angstrom": [[1.489, 2.155, -0.785], [-1.229, -1.687, 0.215], [0.785, -3.725, 0.146], [0.002, 0.060, -0.741], [1.379, 3.186, -0.183], [-1.891, -1.107, 2.208], [0.574, 0.328, 0.362], [0.085, -1.472, -0.107], [0.421, -1.194, -2.254], [-0.292, -0.150, 1.687], [1.177, 1.959, -1.676], [0.755, 2.059, 0.316], [1.471, 2.947, -0.641], [1.700, -3.369, -0.766], [-0.705, -1.213, 0.108], [-0.646, -0.334, 0.403], [-1.506, 0.406, 0.582], [0.642, -2.598, 0.910], [-1.579, -0.524, 0.159], [0.968, 3.484, -1.645], [-0.488, -2.107, -0.923], [1.590, 0.321, -0.506], [-0.717, 0.406, 0.065], [-2.018, 1.284, 1.871], [0.166, 0.009, -0.009], [0.172, -0.469, -0.877], [-0.013, 0.423, -0.396], [0.099, 0.197, 0.333], [0.351, -0.132, 0.704], [-2.741, 0.856, 1.440]],
  "nbo_charge": [-0.274, 0.093, 0.113, 0.434, -0.342, -0.291, 0.280, -0.212, -0.603, -0.605, -0.062, -0.477, -0.497, -0.466, 0.241, 0.218, 0.205, 0.256, 0.245, 0.201, 0.253, 0.286, 0.204, 0.235, 0.228, 0.223, 0.211, 0.242, 0.221, 0.438],
  "e_tot_ev": -16128.2685,
  "total_charge": 1,
  "orbital_gap_ev": 8.96,
  "max_force_ev_per_a": 4.0,
  "lumo_ev": -4.021,
  "smiles": "CC(C)/[NH+]=C/C1(c2ncccn2)CC1"
}